The following is a quantum chemistry calculation of a 14-piece molecular cluster, C66H171N11O25 overall in a non-equilibrium geometry, from OMol25.

Atoms and positions in Å:
1 C 1.208 4.502 5.375
2 O -0.013 3.853 5.529
3 C -0.875 3.678 4.312
4 C -0.410 2.728 3.171
5 N -0.240 1.346 3.532
6 C 0.548 1.121 4.738
7 C 0.962 -0.327 4.932
8 O 1.748 -0.753 3.814
9 C 1.953 -2.169 3.857
10 H 1.737 3.842 4.688
11 H 1.717 4.516 6.339
12 H 1.143 5.487 4.914
13 H -1.114 4.681 3.959
14 H -1.833 3.253 4.609
15 H 0.550 3.069 2.783
16 H -1.021 2.881 2.282
17 H 0.222 0.845 2.787
18 H 0.123 1.420 5.696
19 H 1.423 1.764 4.652
20 H 0.132 -1.034 4.942
21 H 1.601 -0.401 5.812
22 H 2.601 -2.430 3.021
23 H 1.021 -2.731 3.793
24 H 2.418 -2.450 4.802
25 C -8.114 -5.816 4.768
26 O -9.561 -5.913 4.541
27 C -9.961 -6.846 3.450
28 C -11.489 -6.849 3.350
29 N -12.015 -7.926 2.504
30 C -13.402 -7.717 2.233
31 C -13.671 -6.752 1.106
32 O -15.114 -6.455 1.069
33 C -15.602 -6.009 -0.239
34 H -7.987 -5.406 5.770
35 H -7.675 -5.178 4.001
36 H -7.666 -6.809 4.809
37 H -9.521 -7.835 3.573
38 H -9.510 -6.444 2.543
39 H -11.821 -5.851 3.065
40 H -11.934 -7.070 4.320
41 H -11.919 -8.858 2.883
42 H -13.923 -7.319 3.104
43 H -13.975 -8.620 2.023
44 H -13.323 -7.107 0.136
45 H -13.159 -5.790 1.132
46 H -16.677 -5.883 -0.376
47 H -15.202 -6.647 -1.027
48 H -15.215 -5.009 -0.437
49 C -0.813 -3.370 -0.590
50 O 0.553 -3.067 -0.812
51 C 0.749 -2.441 -2.113
52 C 2.333 -2.214 -2.315
53 N 2.757 -1.194 -1.308
54 C 4.134 -0.794 -1.532
55 C 4.485 0.429 -0.604
56 O 4.425 1.657 -1.462
57 C 4.575 2.842 -0.723
58 H -1.409 -2.462 -0.502
59 H -1.057 -3.978 0.281
60 H -1.238 -4.013 -1.361
61 H 0.090 -1.582 -2.237
62 H 0.497 -3.054 -2.978
63 H 2.396 -1.755 -3.301
64 H 3.034 -3.048 -2.299
65 H 2.607 -1.507 -0.359
66 H 4.360 -0.609 -2.583
67 H 4.785 -1.642 -1.318
68 H 5.495 0.446 -0.195
69 H 3.759 0.437 0.209
70 H 3.744 3.025 -0.042
71 H 4.784 3.658 -1.415
72 H 5.464 2.895 -0.093
73 C 6.276 3.534 9.178
74 O 6.047 3.993 10.498
75 C 5.300 3.031 11.305
76 C 4.979 3.580 12.696
77 N 6.106 3.594 13.587
78 C 5.916 4.360 14.845
79 C 4.747 3.852 15.787
80 O 3.488 4.569 15.669
81 C 2.538 4.108 16.650
82 H 6.874 2.623 9.205
83 H 6.898 4.346 8.801
84 H 5.398 3.367 8.553
85 H 5.814 2.070 11.335
86 H 4.300 2.845 10.913
87 H 4.260 2.851 13.071
88 H 4.635 4.608 12.584
89 H 6.164 2.618 13.837
90 H 5.747 5.425 14.685
91 H 6.885 4.447 15.337
92 H 5.149 4.028 16.785
93 H 4.514 2.807 15.582
94 H 1.542 4.547 16.595
95 H 2.889 4.085 17.682
96 H 2.330 3.066 16.407
97 C -12.488 -19.872 3.790
98 O -11.285 -19.514 3.246
99 C -11.431 -18.301 2.445
100 C -10.057 -17.690 2.068
101 N -9.343 -17.227 3.273
102 C -8.005 -16.822 2.902
103 C -7.961 -15.574 2.006
104 O -6.666 -14.997 2.066
105 C -6.407 -13.904 1.224
106 H -13.248 -20.126 3.051
107 H -12.869 -19.269 4.615
108 H -12.347 -20.907 4.102
109 H -11.936 -17.493 2.974
110 H -11.977 -18.513 1.526
111 H -10.238 -16.827 1.427
112 H -9.418 -18.377 1.514
113 H -9.324 -17.953 3.975
114 H -7.408 -17.670 2.567
115 H -7.484 -16.484 3.797
116 H -8.539 -14.742 2.409
117 H -8.247 -15.890 1.003
118 H -6.862 -12.930 1.406
119 H -6.669 -14.230 0.218
120 H -5.348 -13.645 1.249
121 C 5.812 17.977 4.138
122 O 6.202 16.983 3.219
123 C 5.221 15.921 3.127
124 C 4.019 16.311 2.170
125 N 3.089 15.176 1.963
126 C 2.084 15.360 0.913
127 C 1.475 14.019 0.390
128 O 2.400 12.998 0.061
129 C 3.090 13.196 -1.173
130 H 6.608 18.712 4.262
131 H 5.652 17.460 5.084
132 H 4.864 18.485 3.961
133 H 4.778 15.483 4.022
134 H 5.721 15.072 2.661
135 H 4.366 16.588 1.175
136 H 3.478 17.198 2.499
137 H 3.344 14.199 1.977
138 H 2.521 15.841 0.037
139 H 1.240 15.954 1.263
140 H 0.798 14.103 -0.461
141 H 0.879 13.606 1.204
142 H 2.499 13.164 -2.088
143 H 3.787 12.367 -1.050
144 H 3.702 14.097 -1.118
145 C -11.107 -2.917 -12.207
146 O -10.335 -3.956 -11.679
147 C -11.089 -5.048 -11.146
148 C -10.168 -6.294 -10.948
149 N -9.137 -5.916 -9.982
150 C -8.398 -7.017 -9.498
151 C -7.027 -6.587 -9.038
152 O -6.266 -5.640 -9.783
153 C -6.005 -6.015 -11.129
154 H -10.511 -2.167 -12.727
155 H -11.691 -2.375 -11.463
156 H -11.833 -3.332 -12.905
157 H -11.825 -5.373 -11.882
158 H -11.530 -4.748 -10.195
159 H -9.727 -6.647 -11.881
160 H -10.747 -7.131 -10.559
161 H -8.476 -5.309 -10.445
162 H -8.235 -7.742 -10.295
163 H -8.943 -7.476 -8.672
164 H -6.368 -7.446 -8.916
165 H -7.222 -6.107 -8.079
166 H -6.881 -6.212 -11.746
167 H -5.447 -6.948 -11.210
168 H -5.465 -5.215 -11.635
169 C 12.869 -7.304 11.255
170 O 13.964 -6.528 10.796
171 C 14.966 -7.207 10.146
172 C 15.394 -6.292 8.955
173 N 14.408 -6.280 7.896
174 C 14.849 -5.368 6.855
175 C 13.744 -5.186 5.814
176 O 12.619 -4.572 6.459
177 C 11.575 -4.426 5.533
178 H 12.151 -6.616 11.700
179 H 13.077 -7.922 12.128
180 H 12.445 -7.853 10.414
181 H 14.638 -8.141 9.689
182 H 15.729 -7.411 10.897
183 H 16.303 -6.730 8.545
184 H 15.648 -5.310 9.355
185 H 13.459 -6.208 8.233
186 H 15.749 -5.794 6.412
187 H 15.088 -4.399 7.292
188 H 13.420 -6.144 5.406
189 H 14.004 -4.487 5.020
190 H 11.235 -5.388 5.152
191 H 11.831 -3.733 4.731
192 H 10.725 -3.966 6.038
193 C 1.162 10.949 -14.434
194 O 0.332 9.944 -13.881
195 C 0.746 9.353 -12.675
196 C -0.336 8.407 -12.048
197 N -0.054 8.009 -10.712
198 C 1.300 7.485 -10.497
199 C 1.329 7.071 -9.014
200 O 0.469 5.969 -8.829
201 C 0.649 5.333 -7.599
202 H 1.068 11.895 -13.902
203 H 0.953 11.235 -15.465
204 H 2.164 10.535 -14.325
205 H 1.002 10.186 -12.021
206 H 1.731 8.887 -12.685
207 H -0.419 7.566 -12.737
208 H -1.287 8.933 -12.130
209 H -0.767 7.362 -10.410
210 H 2.018 8.292 -10.640
211 H 1.589 6.590 -11.049
212 H 1.169 7.929 -8.361
213 H 2.341 6.744 -8.775
214 H 1.704 5.318 -7.324
215 H 0.318 4.297 -7.670
216 H 0.164 5.842 -6.766
217 C 10.839 9.248 -2.973
218 O 11.350 8.072 -3.617
219 C 12.162 8.329 -4.734
220 C 12.570 6.914 -5.360
221 N 11.552 6.268 -6.214
222 C 10.526 5.549 -5.463
223 C 9.661 4.568 -6.355
224 O 10.432 3.467 -6.850
225 C 10.920 2.542 -5.844
226 H 11.700 9.767 -2.552
227 H 10.310 9.006 -2.052
228 H 10.151 9.889 -3.525
229 H 13.017 8.953 -4.477
230 H 11.810 8.939 -5.567
231 H 12.984 6.238 -4.613
232 H 13.342 7.066 -6.114
233 H 11.984 5.597 -6.833
234 H 9.880 6.253 -4.938
235 H 10.966 4.913 -4.694
236 H 9.209 5.025 -7.236
237 H 8.862 4.139 -5.751
238 H 10.690 1.490 -6.009
239 H 10.443 2.740 -4.884
240 H 11.976 2.763 -5.686
241 C -9.664 -0.563 -1.154
242 O -9.148 0.732 -1.376
243 C -7.962 0.868 -2.144
244 C -8.319 1.163 -3.626
245 N -8.635 -0.095 -4.358
246 C -9.549 0.075 -5.552
247 C -10.945 0.672 -5.231
248 O -11.425 -0.143 -4.201
249 C -12.275 0.497 -3.260
250 H -9.780 -1.188 -2.040
251 H -10.707 -0.527 -0.839
252 H -9.109 -0.961 -0.305
253 H -7.249 0.061 -1.974
254 H -7.516 1.785 -1.759
255 H -7.594 1.744 -4.196
256 H -9.201 1.804 -3.603
257 H -9.106 -0.728 -3.727
258 H -9.711 -0.911 -5.989
259 H -9.016 0.698 -6.270
260 H -11.718 0.576 -5.993
261 H -10.849 1.722 -4.955
262 H -13.109 0.996 -3.754
263 H -11.761 1.295 -2.725
264 H -12.620 -0.234 -2.529
265 O 12.623 1.755 -0.399
266 H 12.039 2.398 -0.802
267 H 13.237 2.279 0.116
268 O 13.163 6.413 1.317
269 H 14.071 6.693 1.430
270 H 12.745 7.138 0.852
271 O -3.623 -1.666 -7.744
272 H -4.417 -1.675 -7.210
273 H -3.547 -2.560 -8.077

Values from the calculation:
- Max |F|: 0.0681 Eh/bohr
- E_HOMO: -8.49 eV
- Charge: 0
- ΔE to the lowest compared entry with this formula, charge and spin: 678.5 kJ/mol
- Total energy: -5099.722917 hartree
- E_LUMO: 0.39 eV

Löwdin atomic charge list, values in e, 6 entries: atom 1 (C): -0.13, atom 2 (O): -0.23, atom 3 (C): -0.13, atom 4 (C): -0.22, atom 5 (N): -0.06, atom 6 (C): -0.21